Record 1
{"formula": "C47H57IrN8O3SSi", "method": "wB97M-V/def2-TZVPD", "species": ["Ir", "O", "C", "C", "C", "C", "C", "C", "C", "O", "N", "N", "C", "C", "C", "C", "C", "C", "C", "O", "H", "H", "H", "H", "H", "H", "H", "H", "H", "H", "C", "N", "C", "N", "C", "N", "C", "N", "C", "C", "H", "H", "H", "H", "H", "H", "H", "H", "H", "H", "H", "H", "C", "C", "C", "C", "N", "C", "S", "N", "C", "C", "C", "C", "H", "H", "H", "H", "H", "H", "H", "H", "H", "H", "H", "H", "H", "H", "H", "H", "H", "H", "H", "H", "C", "C", "C", "C", "C", "C", "Si", "C", "C", "C", "C", "C", "C", "C", "C", "C", "C", "C", "C", "H", "H", "H", "H", "H", "H", "H", "H", "H", "H", "H", "H", "H", "H", "H"], "coordinates": [[0.67, -0.86, 2.19], [5.69, -0.61, 0.23], [5.08, 0.45, -0.34], [5.84, 1.22, -1.21], [5.29, 2.32, -1.84], [3.96, 2.68, -1.61], [3.20, 1.93, -0.75], [3.74, 0.81, -0.09], [2.87, 0.03, 0.79], [1.65, 0.43, 0.97], [3.34, -1.08, 1.33], [2.37, -1.71, 2.07], [2.77, -2.74, 2.81], [1.97, -3.49, 3.68], [2.58, -4.61, 4.31], [1.89, -5.41, 5.17], [0.53, -5.12, 5.45], [-0.10, -4.06, 4.88], [0.59, -3.20, 3.98], [-0.06, -2.19, 3.51], [5.04, -1.06, 0.81], [6.87, 0.93, -1.38], [5.90, 2.90, -2.51], [3.53, 3.54, -2.11], [2.17, 2.18, -0.57], [3.82, -2.99, 2.71], [3.62, -4.82, 4.08], [2.37, -6.26, 5.63], [-0.01, -5.76, 6.13], [-1.13, -3.83, 5.09], [-1.37, 0.28, 4.20], [-2.09, 1.39, 4.76], [-1.15, 2.47, 5.05], [-0.46, 2.93, 3.84], [0.26, 1.82, 3.26], [-0.66, 0.66, 2.93], [-1.71, 1.20, 1.98], [-2.41, 2.32, 2.56], [-3.07, 1.88, 3.79], [-1.46, 3.39, 2.87], [-2.06, -0.53, 3.96], [-0.63, -0.09, 4.91], [-0.41, 2.12, 5.78], [-1.69, 3.31, 5.49], [1.01, 1.46, 3.97], [0.75, 2.13, 2.34], [-2.41, 0.40, 1.79], [-1.21, 1.49, 1.05], [-3.77, 1.08, 3.55], [-3.62, 2.72, 4.22], [-2.00, 4.24, 3.30], [-0.96, 3.70, 1.96], [1.78, 2.04, -4.84], [0.91, 2.05, -6.09], [-0.28, 1.09, -6.07], [-1.39, 1.45, -5.08], [-0.96, 1.19, -3.71], [-1.30, 1.88, -2.61], [-0.43, 1.64, -1.18], [-2.32, 2.74, -2.72], [-2.72, 3.68, -1.67], [-1.82, 4.90, -1.55], [-2.02, 5.97, -2.63], [-1.68, 5.53, -4.05], [2.69, 2.63, -5.00], [2.10, 1.02, -4.59], [1.28, 2.45, -3.96], [1.52, 1.80, -6.95], [0.54, 3.07, -6.27], [0.06, 0.07, -5.87], [-0.74, 1.07, -7.07], [-2.30, 0.88, -5.31], [-1.62, 2.51, -5.19], [-0.22, 0.52, -3.57], [-2.79, 2.82, -3.61], [-2.73, 3.13, -0.73], [-3.75, 3.97, -1.89], [-0.78, 4.57, -1.54], [-2.02, 5.36, -0.58], [-1.39, 6.82, -2.37], [-3.05, 6.34, -2.59], [-0.71, 5.03, -4.09], [-1.64, 6.39, -4.72], [-2.43, 4.85, -4.46], [1.23, -1.90, -3.96], [2.10, -1.60, -2.93], [1.66, -1.68, -1.61], [0.35, -2.01, -1.30], [-0.52, -2.32, -2.36], [-0.08, -2.26, -3.68], [-0.28, -2.29, 0.44], [0.11, -4.06, 0.88], [-0.80, -4.93, 1.48], [-0.45, -6.25, 1.75], [0.81, -6.72, 1.42], [1.72, -5.87, 0.80], [1.37, -4.56, 0.53], [-2.06, -1.78, 0.66], [-2.79, -2.12, 1.81], [-4.10, -1.69, 1.98], [-4.71, -0.91, 1.01], [-4.00, -0.54, -0.13], [-2.68, -0.96, -0.29], [1.57, -1.86, -4.99], [3.13, -1.33, -3.14], [2.38, -1.49, -0.83], [-1.53, -2.63, -2.17], [-0.76, -2.52, -4.48], [-1.80, -4.60, 1.72], [-1.17, -6.91, 2.22], [1.08, -7.74, 1.63], [2.70, -6.24, 0.52], [2.09, -3.92, 0.03], [-2.32, -2.70, 2.59], [-4.65, -1.98, 2.87], [-5.73, -0.58, 1.14], [-4.45, 0.09, -0.88], [-2.13, -0.62, -1.16]], "multiplicity": 2, "de_lowest_kcal_mol": 1.4, "energy_ha": -3280.8421, "lumo_energy_ha": [-0.1194, -0.1926], "homo_energy_ev": [-10.197, -10.191], "total_charge": 1}



Record 2
{"formula": "C3H4O3", "method": "wB97M-V/def2-TZVPD", "species": ["O", "C", "C", "O", "C", "O", "H", "H", "H", "H"], "coordinates": [[-0.52, -1.66, -0.60], [-0.17, -1.35, 0.61], [-0.14, 0.11, 0.95], [-0.60, 0.93, -0.12], [0.30, 1.19, -1.09], [1.45, 0.83, -1.08], [-0.23, -2.51, 0.16], [-0.81, 0.29, 1.79], [0.88, 0.38, 1.25], [-0.17, 1.79, -1.87]], "de_lowest_kcal_mol": 105.3, "energy_ha": -342.2882, "lumo_energy_ha": 0.0268, "homo_energy_ev": -9.199}



Record 3
{"formula": "C5H10NO", "method": "wB97M-V/def2-TZVPD", "species": ["C", "C", "O", "H", "H", "H", "H", "C", "C", "C", "N", "H", "H", "H", "H", "H", "H"], "coordinates": [[-0.81, 1.01, -2.45], [-1.67, 0.76, -1.47], [-1.47, -0.43, -0.68], [-0.77, 1.94, -3.01], [0.07, 0.39, -2.60], [-2.47, 1.44, -1.12], [-2.02, -1.13, -1.10], [1.55, 0.13, 1.49], [1.38, 1.45, 1.41], [0.68, -2.04, 1.00], [0.55, -0.75, 0.93], [2.36, -0.32, 2.04], [0.49, 1.85, 0.90], [2.09, 2.14, 1.84], [-0.03, -2.62, 0.40], [1.61, -2.44, 1.44], [-0.26, -0.45, 0.31]], "de_lowest_kcal_mol": 66.0, "energy_ha": -326.1767, "lumo_energy_ha": -0.1820, "homo_energy_ev": -14.011, "total_charge": 1}